[1]
This record from OMol25 describes a 9-piece molecular cluster, C49H80FN3O11 overall in a non-equilibrium geometry. The level of theory is wB97M-V/def2-TZVPD.

For the LUMO energy, the calculation gives -0.04 eV. As for the structure (SMILES): CCCOc1cc(F)c2c(c1CN)C(=O)N(c1ccccn1)C2=O.C1CCOC1.C1CCOC1.C1CCOC1.C1CCOC1.C1CCOC1.C1CCOC1.C1CCOC1.C1CCOC1.

ORCA input file:
```
! wB97M-V def2-TZVPD RIJCOSX def2/J DEFGRID3
* xyz 0 1
C 0.47 3.69 -0.55
C -0.77 3.55 0.37
C -0.63 2.27 1.23
O -1.61 1.24 0.86
C -0.89 0.06 0.77
C -0.55 -0.52 1.98
C 0.21 -1.67 2.00
F 0.56 -2.26 3.14
C 0.60 -2.19 0.82
C 0.24 -1.63 -0.42
C -0.52 -0.48 -0.47
C -0.85 0.10 -1.84
N -2.26 -0.06 -2.22
C 0.82 -2.51 -1.53
O 0.45 -2.67 -2.66
N 1.98 -3.12 -0.85
C 2.94 -2.04 -0.88
C 3.67 -1.67 0.23
C 4.56 -0.62 0.25
C 4.68 0.07 -0.96
C 3.93 -0.40 -2.01
N 3.08 -1.41 -2.04
C 1.45 -3.40 0.47
O 1.63 -4.42 1.09
H 0.33 3.21 -1.53
H 1.37 3.23 -0.12
H 0.71 4.74 -0.76
H -1.70 3.53 -0.21
H -0.82 4.46 0.97
H -0.71 2.54 2.29
H 0.37 1.87 1.05
H -0.87 -0.06 2.91
H -0.61 1.17 -1.78
H -0.15 -0.29 -2.59
H -2.58 0.86 -2.51
H -2.26 -0.67 -3.04
H 3.52 -2.23 1.15
H 5.11 -0.34 1.14
H 5.33 0.93 -1.06
H 4.06 0.13 -2.96
C 3.07 -6.02 3.10
C 3.10 -6.99 4.27
C 4.51 -7.53 4.20
O 5.33 -6.49 3.66
C 4.48 -5.45 3.14
H 2.30 -5.26 3.18
H 2.91 -6.57 2.17
H 2.95 -6.45 5.21
H 2.34 -7.78 4.22
H 4.58 -8.39 3.53
H 4.90 -7.83 5.18
H 4.54 -4.59 3.81
H 4.83 -5.15 2.15
C 2.49 2.13 -6.58
C 3.64 1.78 -7.52
C 4.82 1.73 -6.56
O 4.30 1.30 -5.30
C 2.86 1.36 -5.33
H 1.51 1.86 -6.97
H 2.49 3.20 -6.37
H 3.47 0.80 -7.96
H 3.78 2.50 -8.33
H 5.27 2.72 -6.42
H 5.59 1.03 -6.89
H 2.49 0.33 -5.37
H 2.50 1.83 -4.41
C 5.68 -7.51 9.45
C 4.75 -6.65 8.60
C 3.56 -7.58 8.39
O 3.49 -8.42 9.55
C 4.69 -8.27 10.32
H 6.41 -6.95 10.02
H 6.22 -8.21 8.81
H 4.44 -5.77 9.17
H 5.19 -6.31 7.67
H 3.71 -8.22 7.52
H 2.62 -7.04 8.27
H 4.44 -7.70 11.22
H 5.05 -9.25 10.62
C -5.06 4.88 -2.80
C -4.33 5.10 -4.11
C -2.91 4.67 -3.76
O -3.02 3.65 -2.76
C -4.37 3.63 -2.27
H -6.13 4.76 -2.91
H -4.87 5.72 -2.12
H -4.74 4.44 -4.88
H -4.38 6.13 -4.48
H -2.34 5.50 -3.34
H -2.37 4.28 -4.62
H -4.85 2.72 -2.66
H -4.37 3.58 -1.18
C -4.28 7.58 2.56
C -3.54 7.82 1.25
C -2.13 7.37 1.60
O -2.26 6.34 2.59
C -3.61 6.31 3.07
H -5.36 7.48 2.44
H -4.09 8.41 3.25
H -3.96 7.18 0.47
H -3.58 8.85 0.91
H -1.55 8.19 2.05
H -1.59 6.99 0.74
H -4.10 5.42 2.66
H -3.61 6.24 4.15
C 0.81 6.80 5.42
C 1.86 7.89 5.26
C 1.31 8.68 4.08
O -0.11 8.57 4.14
C -0.47 7.55 5.08
H 0.79 6.34 6.41
H 0.98 6.01 4.68
H 1.89 8.51 6.15
H 2.86 7.50 5.08
H 1.65 8.26 3.13
H 1.60 9.73 4.12
H -0.88 8.04 5.97
H -1.24 6.91 4.65
C -6.21 -0.60 -5.26
C -6.08 -1.57 -4.09
C -4.65 -2.05 -4.25
O -3.91 -0.97 -4.84
C -4.83 0.02 -5.31
H -7.01 0.13 -5.13
H -6.41 -1.16 -6.18
H -6.19 -1.03 -3.14
H -6.81 -2.38 -4.10
H -4.59 -2.91 -4.92
H -4.19 -2.33 -3.30
H -4.76 0.89 -4.64
H -4.54 0.34 -6.31
C -2.24 -7.17 -5.46
C -1.66 -6.61 -4.17
C -2.42 -5.30 -4.03
O -3.71 -5.52 -4.62
C -3.70 -6.75 -5.35
H -2.12 -8.25 -5.56
H -1.78 -6.69 -6.32
H -1.88 -7.27 -3.34
H -0.58 -6.46 -4.21
H -1.93 -4.49 -4.57
H -2.55 -5.00 -2.99
H -4.29 -7.48 -4.79
H -4.17 -6.60 -6.32
*
```

=====

[2]
This record from OMol25 describes C49H82BCaN10OSSb2 as an isolated structure in a non-equilibrium geometry. The level of theory is wB97M-V/def2-TZVPD.

The energy relative to the best compared isomer or geometry (same formula, charge and spin) comes out at 72.7 kJ/mol. For the LUMO energy, the calculation gives -1.55 eV.

ORCA input file:
```
! wB97M-V def2-TZVPD RIJCOSX def2/J DEFGRID3
* xyz 1 1
Ca 0.26 -0.23 0.03
C 4.05 -3.70 1.70
C 2.90 -3.40 0.80
C 2.44 -4.19 -0.23
C 1.37 -3.49 -0.81
N 1.19 -2.33 -0.16
N 2.14 -2.28 0.83
B 2.35 -1.17 1.90
N 2.95 0.14 1.28
N 2.57 0.69 0.08
C 3.55 1.55 -0.26
C 4.54 1.56 0.73
C 4.12 0.67 1.69
C 4.83 0.35 2.97
C 3.65 2.40 -1.51
C 5.03 2.13 -2.15
C 3.57 3.89 -1.17
C 2.57 2.07 -2.53
N 1.15 -0.96 2.87
N -0.14 -0.60 2.57
C -0.81 -0.61 3.74
C 0.05 -0.99 4.77
C 1.27 -1.22 4.19
C 2.49 -1.69 4.91
C -2.28 -0.29 4.02
C -2.58 1.20 3.79
C -2.60 -0.59 5.49
C -3.24 -1.12 3.18
C 0.57 -4.10 -1.96
C 1.55 -4.72 -2.97
C -0.33 -3.14 -2.73
C -0.29 -5.22 -1.37
H 4.49 -4.65 1.41
H 4.82 -2.93 1.64
H 3.74 -3.77 2.74
H 2.84 -5.14 -0.52
H 3.21 -1.59 2.60
H 5.44 2.14 0.76
H 5.78 0.88 2.99
H 4.24 0.67 3.83
H 5.03 -0.72 3.07
H 5.84 2.53 -1.54
H 5.20 1.06 -2.28
H 5.08 2.61 -3.13
H 4.27 4.16 -0.38
H 3.83 4.48 -2.06
H 2.57 4.18 -0.86
H 2.84 1.17 -3.07
H 1.61 1.92 -2.05
H 2.47 2.89 -3.24
H -0.17 -1.10 5.82
H 2.24 -1.84 5.96
H 2.85 -2.65 4.51
H 3.32 -0.98 4.85
H -3.62 1.40 4.05
H -2.44 1.47 2.74
H -1.95 1.83 4.41
H -2.02 0.04 6.17
H -3.65 -0.39 5.67
H -2.40 -1.63 5.74
H -3.13 -0.89 2.13
H -3.06 -2.18 3.32
H -4.26 -0.90 3.48
H 2.30 -4.00 -3.28
H 2.06 -5.59 -2.56
H 1.00 -5.05 -3.85
H 0.23 -2.63 -3.52
H -1.13 -3.71 -3.22
H -0.80 -2.39 -2.10
H 0.31 -5.93 -0.81
H -1.06 -4.82 -0.72
H -0.78 -5.77 -2.18
C 1.71 -0.93 -4.15
C 0.51 -0.26 -3.52
O 0.32 -0.26 -2.30
N -0.36 0.29 -4.37
C -1.54 1.02 -3.93
C -1.23 2.47 -3.68
C -1.45 3.42 -4.66
C -1.07 4.74 -4.42
C -0.47 5.04 -3.22
C -0.30 4.02 -2.29
N -0.68 2.77 -2.50
H 2.34 -1.34 -3.37
H 2.27 -0.22 -4.75
H 1.38 -1.74 -4.81
H -0.14 0.28 -5.35
H -1.89 0.54 -3.01
H -2.30 0.91 -4.69
H -1.92 3.15 -5.60
H -1.25 5.50 -5.17
H -0.15 6.05 -2.99
H 0.16 4.22 -1.33
C -4.21 1.32 -2.04
Sb -3.09 1.54 -0.21
C -4.84 1.23 1.00
C -3.26 3.72 -0.21
C -3.49 4.33 1.14
C -4.81 4.49 1.57
C -5.12 5.03 2.81
C -4.09 5.43 3.65
C -2.78 5.31 3.22
C -2.45 4.77 1.98
C -1.00 4.73 1.59
Sb 0.03 2.88 2.11
C 2.01 3.71 2.01
C 0.00 3.28 4.22
H -5.23 1.66 -1.86
H -4.22 0.28 -2.36
H -3.77 1.94 -2.83
H -5.72 1.52 0.42
H -4.79 1.85 1.89
H -4.92 0.19 1.29
H -4.11 3.92 -0.86
H -2.38 4.12 -0.70
H -5.61 4.19 0.91
H -6.15 5.14 3.11
H -4.31 5.86 4.62
H -1.98 5.67 3.86
H -0.45 5.51 2.12
H -0.87 4.90 0.52
H 1.98 4.76 2.31
H 2.46 3.62 1.04
H 2.62 3.16 2.72
H 0.76 4.03 4.42
H 0.23 2.37 4.78
H -0.97 3.65 4.53
C -6.51 -3.95 -0.48
C -5.18 -3.24 -0.53
N -4.27 -3.84 0.43
C -3.01 -3.42 0.67
S -2.42 -2.07 -0.15
N -2.33 -4.14 1.59
C -1.00 -3.84 2.11
C -0.34 -5.10 2.63
H -7.19 -3.51 -1.21
H -6.97 -3.87 0.50
H -6.41 -5.01 -0.73
H -5.29 -2.18 -0.28
H -4.74 -3.29 -1.53
H -4.58 -4.69 0.88
H -2.83 -4.88 2.06
H -1.08 -3.10 2.92
H -0.42 -3.38 1.31
H -0.88 -5.52 3.48
H 0.67 -4.87 2.96
H -0.27 -5.86 1.85
*
```